Molecular formula: CHN2O5
Method: DFT, ωB97M-V with the def2-TZVPD basis set

Positions of all 9 atoms, in Å:
C 1.989 0.729 0.023
N -0.218 0.062 0.260
N -0.765 -1.060 -0.019
O 1.878 0.535 -1.082
O 0.023 -2.046 -0.020
O 2.265 0.899 1.121
O -1.981 -1.233 -0.215
O -1.134 1.220 -0.007
H -2.057 0.894 -0.060

Atoms 1-6, force components in eV/Å:
0.1701 -0.3637 1.5772
-1.8366 1.8461 -0.1261
0.6203 -0.9522 0.3341
0.1991 -0.1430 -4.1259
0.1276 0.0482 0.1072
0.5500 0.6915 2.1197

Values from the calculation:
frontier orbital gap = 7.982 eV
energy relative to the best compared isomer or geometry (same formula, charge and spin) = 0.532 eV
total energy = -524.3523 Eh
total charge = -1
E_LUMO = 3.81 eV
F_max = 4.133 eV/A